C33H30BrCl6F3IrNO as an isolated structure, computed with ωB97M-V/def2-TZVPD.

Cartesian coordinates (Å):
Ir1 -0.8744 -2.0206 0.0764
Cl1 0.6485 -0.6876 2.7099
C1 -0.7571 -1.6449 3.1179
C2 -1.4884 -2.2187 2.0766
C3 -2.6170 -2.9272 2.4826
Cl2 -3.6439 -3.6456 1.2708
C4 -2.9901 -3.0814 3.8172
Cl3 -4.4072 -3.9614 4.2494
C5 -2.2117 -2.5070 4.8169
Cl4 -2.6437 -2.6890 6.4720
C6 -1.0802 -1.7728 4.4631
Cl5 -0.1176 -1.0425 5.6912
C7 5.9975 1.6917 -0.3995
C8 4.8106 2.6532 -0.3783
C9 4.9142 3.5248 0.8838
C10 4.8865 3.5458 -1.6274
C11 3.4724 1.9315 -0.3692
C12 3.3712 0.5401 -0.3757
C13 2.1461 -0.0786 -0.3760
Br1 2.0726 -1.9478 -0.4703
C14 0.9124 0.6907 -0.3503
O1 -0.2232 0.1575 -0.3419
C15 1.0351 2.1506 -0.3325
C16 2.2859 2.6948 -0.3526
C17 -0.2279 2.9991 -0.2474
C18 -1.1896 2.6862 -1.4058
C19 -0.9215 2.7507 1.1058
C20 0.1121 4.4885 -0.3233
H1 6.9240 2.2660 -0.4058
H2 5.9954 1.0605 -1.2892
H3 6.0153 1.0492 0.4817
H4 5.8719 4.0465 0.8851
H5 4.8561 2.9165 1.7867
H6 4.1263 4.2756 0.9289
H7 5.8445 4.0672 -1.6437
H8 4.0988 4.2979 -1.6400
H9 4.8060 2.9533 -2.5391
H10 4.2618 -0.0709 -0.3922
H11 2.3912 3.7690 -0.3410
H12 -1.5336 1.6564 -1.3861
H13 -0.7127 2.8791 -2.3683
H14 -2.0604 3.3402 -1.3295
H15 -1.2183 1.7133 1.2248
H16 -1.8136 3.3774 1.1710
H17 -0.2613 3.0166 1.9330
H18 0.5968 4.7488 -1.2653
H19 0.7528 4.8067 0.5001
H20 -0.8119 5.0636 -0.2583
Cl6 2.3645 -8.0193 -0.2693
C21 1.3060 -6.6914 -0.6588
C22 1.6845 -5.7800 -1.6326
C23 0.8414 -4.7252 -1.9318
C24 -0.3828 -4.5504 -1.2697
C25 -1.2314 -3.3676 -1.5344
C26 -0.7376 -5.5027 -0.3029
C27 0.0947 -6.5637 0.0028
H21 2.6233 -5.9019 -2.1535
H22 1.1317 -4.0213 -2.7028
H23 -2.2937 -3.6202 -1.5267
H24 -0.9732 -2.9280 -2.5031
H25 -1.6794 -5.4035 0.2215
H26 -0.1913 -7.2883 0.7520
F1 -6.7104 1.6858 -2.3071
C28 -5.7130 2.1762 -1.5515
F2 -5.0852 3.1152 -2.2874
F3 -6.2676 2.7978 -0.5012
C29 -4.7523 1.0939 -1.1341
C30 -4.2019 0.2662 -2.1035
C31 -3.2793 -0.6833 -1.7032
N1 -2.9048 -0.8318 -0.4336
C32 -3.4532 -0.0510 0.4898
C33 -4.3847 0.9313 0.1886
H27 -4.4752 0.3612 -3.1444
H28 -2.8063 -1.3446 -2.4164
H29 -3.1237 -0.2180 1.5078
H30 -4.7998 1.5514 0.9693

LUMO energy (alpha / beta): -0.040 / -2.902 eV
Multiplicity: 5
Net charge: 0
Expectation value of S²: 6.04
Gap between HOMO and LUMO (alpha / beta): 6.52 / 4.96 eV
ΔE to the lowest compared entry with this formula, charge and spin: 0.081 eV
DFT total energy: -194411.965 eV